105
Properties=species:S:1:pos:R:3:mulliken_spin:R:1 method="wB97M-V/def2-TZVPD" total_energy_ha=-4355.090296 multiplicity=8 total_charge=-1 s2=15.96
Gd -0.94755 0.13358 0.23861 7.377
C 5.84385 1.91324 -0.05411 0.000
C 5.46335 2.53125 -1.24765 0.000
C 4.13797 2.53781 -1.65214 0.000
C 3.21011 1.88528 -0.85657 -0.006
C 1.75644 1.72980 -0.95381 -0.005
N 1.01711 2.49691 -1.77700 0.002
C -0.23325 2.85363 -1.44367 0.010
C -0.97043 3.91196 -2.14822 -0.003
C -0.72598 4.65451 -3.29414 0.001
C -1.65299 5.61433 -3.66961 0.000
C -2.78989 5.85569 -2.89379 0.000
C -3.02895 5.13634 -1.73487 0.001
C -2.12008 4.15060 -1.37972 0.000
C -2.06028 3.23429 -0.25135 -0.003
N -2.92301 3.24936 0.71415 -0.003
C -2.83503 2.45591 1.79845 -0.002
N -1.88599 1.48665 1.99579 -0.037
C -2.08735 0.94495 3.19079 -0.002
N -1.22568 -0.10792 3.64212 0.003
C 0.13704 0.14522 3.23856 -0.017
N 0.79980 1.10229 3.92325 0.000
C 2.07203 1.01212 4.05834 0.000
N 2.85712 0.22300 3.20705 -0.001
C 2.38820 0.60779 0.84608 -0.007
N 1.32495 0.88364 -0.03199 -0.025
C 3.59439 1.23356 0.32688 -0.003
C 4.91871 1.25780 0.74200 0.000
C 2.12915 -0.02160 2.00916 -0.006
C 3.64045 -0.83036 3.69115 -0.001
C 3.34416 -2.12235 3.43479 0.001
C 2.14462 -2.69596 2.84818 -0.003
C 0.99963 -2.11665 2.40076 0.020
C 0.82751 -0.66439 2.29035 -0.001
C -3.21912 1.48970 3.83299 -0.005
C -3.90325 1.22680 5.02964 0.001
C -5.01344 1.98170 5.32366 0.000
C -5.45259 3.01127 4.46358 0.000
C -4.80626 3.27200 3.27758 0.000
C -3.69271 2.49553 2.93649 -0.001
N -0.91592 2.44784 -0.37531 -0.013
H 6.88206 1.95259 0.25226 0.000
H 6.21207 3.02103 -1.85803 0.000
H 3.82834 3.03037 -2.56548 0.000
H 0.17213 4.49536 -3.87664 0.000
H -1.49187 6.19260 -4.57169 0.000
H -3.48614 6.62549 -3.20429 0.000
H -3.88845 5.33281 -1.10730 0.000
H 5.21500 0.76896 1.66122 0.000
H 4.47983 -0.55988 4.32278 0.000
H 4.05536 -2.85143 3.80920 0.000
H 2.14012 -3.78318 2.86944 0.000
H 0.18008 -2.79200 2.16998 -0.002
H -3.56776 0.44614 5.70266 0.000
H -5.56731 1.78520 6.23433 0.000
H -6.32166 3.59330 4.74644 0.000
H -5.14481 4.04933 2.60360 0.000
I -3.48835 -1.97185 -1.44987 -0.010
C -3.29345 0.05060 -0.56887 -0.228
H -4.09783 0.03612 0.17272 0.015
H -3.64380 0.67683 -1.39329 0.013
C -0.07504 -2.90864 -2.78419 0.000
P 0.05145 -2.55776 -0.97518 -0.014
C 1.89735 -2.56352 -0.90830 -0.010
C 2.66368 -3.42562 -0.13154 0.000
C 4.04551 -3.30073 -0.08951 0.001
C 4.68229 -2.32340 -0.83588 -0.001
C 3.93252 -1.47585 -1.63795 0.001
C 2.55172 -1.58842 -1.66396 -0.001
C -0.35802 -4.24500 -0.35888 0.004
C -1.38537 -4.41345 0.56481 0.002
C -1.71636 -5.67977 1.03009 0.000
C -1.01654 -6.79026 0.58534 0.000
C 0.00431 -6.63362 -0.34279 0.000
C 0.32325 -5.37260 -0.81914 -0.002
H 0.59926 -3.71914 -3.05959 0.000
H 0.18519 -2.01068 -3.33708 0.000
H -1.10208 -3.17178 -3.02940 0.000
H 2.18657 -4.20288 0.44386 0.000
H 4.62093 -3.96529 0.54400 0.000
H 5.75933 -2.21524 -0.79433 0.000
H 4.42369 -0.71378 -2.23123 0.000
H 1.97145 -0.91043 -2.28100 0.000
H -1.93378 -3.54844 0.91722 0.002
H -2.52269 -5.80089 1.74308 0.000
H -1.26302 -7.77542 0.96191 0.000
H 0.55578 -7.49839 -0.69171 0.000
H 1.12188 -5.26428 -1.54176 0.000
C -1.24172 1.77967 -6.86520 0.000
N -1.42708 1.04044 -5.63852 0.000
C -0.59830 1.07108 -4.57334 0.003
N 0.58856 1.66572 -4.72750 0.000
S -1.09996 0.24257 -3.19174 -0.012
H -2.11460 1.62838 -7.49468 0.000
H -0.36255 1.42863 -7.41302 0.000
H -1.13716 2.85403 -6.68141 0.000
H -2.31090 0.59726 -5.45835 0.000
H 0.71877 2.26091 -5.53256 0.000
H 1.06542 1.97105 -3.84939 0.000
C -1.91539 -2.40451 4.15907 -0.001
C -1.73200 -1.33471 3.13062 -0.010
O -2.00835 -1.48725 1.95177 -0.022
H -2.85324 -2.20771 4.68436 0.000
H -1.10168 -2.34655 4.88001 0.000
H -1.96342 -3.38926 3.69734 0.000